76
Properties=species:S:1:pos:R:3 method="wB97M-V/def2-TZVPD" gap_ha="0.2531 / 0.2181" e_homo_ev="-9.81 / -9.94" total_charge=+1 max_force_ev_per_a=7.3 multiplicity=4
C 1.2472 -2.2740 -0.0471
C 1.6785 -1.4390 -1.1382
C 0.7481 -1.6167 -2.2252
C -0.2674 -2.5482 -1.8011
C 0.0301 -2.9439 -0.4443
Re -0.2331 -0.9068 -0.4978
C -3.6838 1.0106 -1.9098
C -3.0965 0.5812 -0.7288
H -2.5826 1.3339 -0.1213
C -2.4695 -0.7513 -0.5116
H -2.8176 -1.5049 -1.2196
H -2.5748 -1.0913 0.5226
C -3.4640 2.5719 -2.1257
H -2.6622 2.9673 -1.4359
H -2.9779 2.7372 -3.1268
H -4.4084 3.2037 -2.0478
C -2.9888 0.3311 -3.1792
H -1.9341 0.0289 -2.8997
H -3.5450 -0.5636 -3.6306
H -2.7720 1.0949 -3.9588
C 2.9390 -0.6488 -1.1737
H 3.1618 -0.2330 -0.1864
H 3.7911 -1.2751 -1.4808
H 2.8379 0.2044 -1.8511
C 0.9804 -1.1358 -3.6205
H 1.3477 -0.1072 -3.5995
H 1.7381 -1.7541 -4.1300
H 0.0561 -1.1725 -4.2067
C -1.3039 -3.1961 -2.6624
H -1.5129 -2.5883 -3.5486
H -0.9705 -4.1897 -3.0007
H -2.2346 -3.3434 -2.1053
C -0.6771 -3.9845 0.3548
H -1.6621 -4.1918 -0.0686
H -0.1033 -4.9198 0.3718
H -0.8039 -3.6579 1.3907
C 1.9722 -2.5153 1.2296
H 1.2645 -2.5732 2.0619
H 2.5352 -3.4572 1.1949
H 2.6706 -1.6999 1.4342
C 2.0825 2.2565 -2.0075
C 0.8486 2.4073 -2.8479
C 3.0964 2.8461 -2.7606
C 0.7359 2.6108 -4.2236
H -0.2791 2.3035 -2.7475
C 2.9324 3.1542 -4.1161
H 4.1244 3.0581 -2.3168
C 1.8213 2.9969 -4.9529
H -0.3150 2.5671 -4.5633
H 3.7432 3.4944 -4.6839
H 1.6177 3.1452 -5.9956
N -0.0536 0.5030 0.9839
S -0.9743 0.4113 2.4039
C -0.2054 -0.8684 3.3986
C -0.8972 -2.0828 3.5838
C -0.3348 -3.0814 4.3785
C 0.9035 -2.8725 4.9950
C 1.5911 -1.6715 4.8027
C 1.0460 -0.6738 3.9915
C -0.4921 1.8823 3.2902
C -0.0694 3.0342 2.6093
C 0.1838 4.2052 3.3313
C 0.0101 4.2344 4.7192
C -0.4046 3.0823 5.3983
C -0.6704 1.9132 4.6866
H 0.7903 1.0763 1.0544
H -1.8863 -2.1946 3.1354
H -0.8768 -4.0180 4.5264
H 1.3293 -3.6464 5.6369
H 2.5506 -1.4948 5.2919
H 1.5667 0.2713 3.8387
H 0.0612 3.0111 1.5273
H 0.5101 5.0978 2.7964
H 0.1932 5.1558 5.2734
H -0.5268 3.0900 6.4818
H -1.0054 1.0137 5.2034

11
Properties=species:S:1:pos:R:3 method="wB97M-V/def2-TZVPD" gap_ha=0.3983 smiles=Cn1nccn1 relative_energy_kcal_mol=68.7 e_homo_ev=-9.80 max_force_ev_per_a=6.8
C -1.7501 -0.1066 -0.0082
N -0.3385 0.0463 -0.0812
N 0.3050 -1.0650 -0.0492
C 1.5908 -0.7523 0.0616
C 1.5932 0.6469 -0.0867
N 0.3518 1.0645 -0.0538
H -2.2440 -0.2003 0.9645
H -1.8919 -0.5795 -1.0091
H -2.2198 0.9529 0.0914
H 2.2796 -1.4257 0.0099
H 2.3240 1.4188 0.1608

9
Properties=species:S:1:pos:R:3 method="wB97M-V/def2-TZVPD" gap_ha=0.3540 smiles="C=C=O.N=C=S" relative_energy_kcal_mol=34.4 e_homo_ev=-9.47 max_force_ev_per_a=3.4
C 0.5946 0.2340 -0.4453
C 0.6315 1.5085 -0.0764
O 0.8597 2.6368 0.2258
H -0.3021 -0.1009 -1.0039
H 1.1582 -0.4643 0.0745
N -1.6914 -0.2028 1.3769
C -2.4168 -0.2263 0.4014
S -3.5689 0.1171 -0.5882
H -0.8158 -0.6416 1.3321

12
Properties=species:S:1:pos:R:3 method="wB97M-V/def2-TZVPD" gap_ha=0.2893 smiles="[H]/N=C/N(N)C(=O)N=O" relative_energy_kcal_mol=74.8 e_homo_ev=-9.32 max_force_ev_per_a=3.3
H -2.5228 -1.1164 1.1553
N -1.7820 -1.1101 0.4688
C -1.0024 -0.1268 0.4710
N 0.0038 0.0043 -0.4411
N 0.0471 -0.7847 -1.5861
C 1.0957 0.8034 -0.1240
O 2.0711 0.8944 -0.8177
N 0.7993 1.6008 1.0070
O 1.4604 1.5715 2.0271
H -0.9518 0.7166 1.1924
H 0.9795 -0.7067 -1.9959
H -0.1980 -1.7464 -1.3570

76
Properties=species:S:1:pos:R:3 method="wB97M-V/def2-TZVPD" gap_ha=0.2366 relative_energy_kcal_mol=9.2 e_homo_ev=-2.70 total_charge=-2 max_force_ev_per_a=0.5
Rb 0.0161 -0.7323 0.8957
O 2.5725 -0.7082 -2.5348
C 1.4377 -0.9117 -3.1551
O 0.8779 -0.1159 -3.8847
C 0.8497 -2.2954 -2.9125
O 0.1858 -2.3464 -1.6595
C -0.3995 -3.6281 -1.4967
C -1.2380 -3.7225 -0.2067
O -1.1891 -4.8493 0.3503
O -1.8777 -2.7177 0.1345
H 3.0215 0.1856 -2.8522
H 1.6529 -3.0405 -2.9470
H 0.1379 -2.4932 -3.7201
H 0.3774 -4.3975 -1.4785
H -1.0673 -3.8376 -2.3444
Cl 1.6292 -0.4068 6.3598
C 0.3844 0.6600 5.7620
C -0.2497 1.5035 6.6677
C -1.2307 2.3699 6.2569
Cl -1.9975 3.4139 7.4344
C -1.6169 2.4202 4.8995
C -2.6101 3.2878 4.3941
C -2.9106 3.2646 3.0622
C -2.2176 2.3648 2.2333
N -1.2936 1.5446 2.6671
C -0.9721 1.5521 3.9757
C 0.0854 0.6138 4.3768
O 0.6489 -0.1386 3.5476
H 0.0450 1.4672 7.7081
H -3.1182 3.9593 5.0732
H -3.6623 3.9163 2.6349
H -2.4416 2.3281 1.1724
C 1.0021 -6.6087 3.2998
C 1.4788 -5.2215 3.0265
C 2.4957 -4.4710 3.5839
C 2.4768 -3.2428 2.8907
N 1.5207 -3.2530 1.9722
N 0.9285 -4.4538 2.0732
C 3.3189 -2.0288 3.1043
H 1.2547 -6.9073 4.3167
H 1.4553 -7.3291 2.6147
H -0.0802 -6.6741 3.1801
H 3.1495 -4.7592 4.3921
H 0.1475 -4.6815 1.4401
H 4.1166 -2.2291 3.8201
H 2.6992 -1.2166 3.4910
H 3.7759 -1.7080 2.1663
C -2.4951 4.4607 -1.0329
C -2.8761 3.0583 -1.4910
As -1.2808 1.8983 -1.7005
C -0.4684 2.7587 -3.2764
C -1.3629 3.0111 -4.4797
C -2.1229 0.3044 -2.5217
C -3.5080 0.4608 -3.1361
H -3.3731 5.0943 -0.8847
H -1.8573 4.9518 -1.7711
H -1.9399 4.4329 -0.0925
H -3.4369 3.0969 -2.4265
H -3.5291 2.5772 -0.7590
H 0.3530 2.0932 -3.5479
H -0.0147 3.6829 -2.9109
H -1.7334 2.0680 -4.8857
H -0.8156 3.5135 -5.2813
H -2.2265 3.6338 -4.2320
H -2.1475 -0.4650 -1.7464
H -1.3940 -0.0352 -3.2603
H -4.2432 0.7757 -2.3922
H -3.8542 -0.4920 -3.5450
H -3.5275 1.1948 -3.9443
O 3.8074 1.3433 -3.3796
N 4.1876 0.9641 -4.5246
C 4.8527 1.8597 -5.2506
C 5.1291 3.1780 -4.7811
N 5.3517 4.2437 -4.4043
C 5.2937 1.4524 -6.5376
N 5.6618 1.1584 -7.5900

14
Properties=species:S:1:pos:R:3 method="wB97M-V/def2-TZVPD" gap_ha=0.4493 relative_energy_kcal_mol=0.0 e_homo_ev=-15.51 total_charge=+1 max_force_ev_per_a=1.3
C -0.3090 -1.9638 -1.1435
C 0.0323 -0.8332 -0.2318
N 1.1042 -0.9379 0.5395
O -0.7144 0.1706 -0.1941
H 0.4035 -2.7759 -1.0783
H -0.4851 -1.5927 -2.1461
H -1.2641 -2.3476 -0.7727
H 1.2921 -0.2444 1.2460
H 1.6890 -1.7600 0.4975
N -0.3283 2.5047 0.6866
H 0.6374 2.7876 0.8021
H -0.4778 1.3130 0.3375
H -0.8411 2.6451 1.5408
H -0.7389 3.0347 -0.0835